1.
{"formula": "C5H16N3", "method": "ωB97M-V/def2-TZVPD", "lumo_energy_ev": -3.0876, "gap_ev": 9.686, "smiles": "CNC[C@@H]([NH3+])CCN", "e_above_lowest_ev": 4.165, "e_homo_ev": -12.8, "total_charge": 1, "max_force_ha_per_bohr": 0.080, "e_tot_ev": -9905.5508, "symbols": ["C", "N", "C", "C", "N", "C", "C", "N", "H", "H", "H", "H", "H", "H", "H", "H", "H", "H", "H", "H", "H", "H", "H", "H"], "positions_angstrom": [[2.494, -1.218, 1.246], [1.167, -1.663, 0.560], [0.534, -0.722, -0.475], [-1.041, -0.661, -0.141], [-0.818, -0.059, 1.409], [-1.881, 0.188, -0.996], [-1.417, 1.729, -1.127], [0.038, 1.804, -0.965], [3.178, -2.093, 1.643], [3.349, -0.782, 0.612], [2.345, -0.571, 2.037], [1.463, -2.622, 0.157], [0.925, 0.323, -0.232], [0.800, -0.815, -1.607], [-1.307, -1.728, -0.161], [-0.101, 0.663, 1.466], [-1.730, 0.171, 1.868], [-0.481, -0.939, 1.906], [-1.756, -0.282, -1.972], [-3.029, 0.300, -0.783], [-1.640, 2.241, -2.068], [-1.921, 2.303, -0.176], [0.089, 2.695, -0.497], [0.740, 1.739, -1.702]]}

2.
{"formula": "C14H31BrN4O7V", "method": "ωB97M-V/def2-TZVPD", "lumo_energy_ev": [-2.8308, -7.3774], "gap_ev": [8.663, 4.117], "e_homo_ev": [-11.5, -11.5], "total_charge": 1, "spin_multiplicity": 3, "max_force_ha_per_bohr": 0.142, "e_tot_ev": -131037.5082, "symbols": ["O", "V", "C", "C", "O", "O", "H", "H", "H", "Br", "C", "O", "N", "C", "C", "H", "H", "H", "H", "H", "H", "H", "C", "O", "N", "C", "C", "H", "H", "H", "H", "H", "H", "H", "C", "O", "N", "C", "C", "H", "H", "H", "H", "H", "H", "H", "C", "O", "N", "C", "C", "H", "H", "H", "H", "H", "H", "H"], "positions_angstrom": [[-0.363, -1.074, 0.573], [-1.849, -0.933, -0.020], [-2.550, -4.860, 1.211], [-2.320, -3.407, 0.764], [-2.456, -2.455, 1.582], [-2.046, -3.114, -0.385], [-3.565, -5.215, 1.031], [-2.293, -5.096, 2.243], [-1.940, -5.560, 0.641], [-4.098, -0.356, -1.417], [0.181, -1.193, -2.875], [-0.656, -1.232, -1.981], [-0.053, -1.804, -4.085], [0.724, -1.628, -5.220], [-1.365, -2.489, -4.361], [1.207, -0.804, -2.786], [0.170, -0.958, -5.876], [0.732, -2.616, -5.681], [1.758, -1.301, -5.108], [-1.157, -3.357, -4.987], [-1.784, -2.821, -3.411], [-1.958, -1.677, -4.781], [2.783, 0.826, 2.206], [1.565, 0.747, 1.948], [3.714, 0.222, 1.433], [5.167, 0.217, 1.635], [3.252, -0.384, 0.144], [3.268, 1.364, 3.035], [5.378, 0.702, 2.588], [5.718, 0.662, 0.806], [5.463, -0.830, 1.697], [3.551, -1.425, 0.019], [2.194, -0.439, -0.113], [3.693, 0.139, -0.704], [-2.295, 1.293, 2.444], [-2.601, 0.426, 1.634], [-1.534, 1.052, 3.545], [-1.489, 2.092, 4.633], [-1.121, -0.275, 3.839], [-2.557, 2.361, 2.384], [-0.482, 2.358, 4.953], [-1.983, 1.698, 5.521], [-2.078, 2.948, 4.307], [-1.978, -0.948, 3.847], [-0.364, -0.558, 3.107], [-0.747, -0.356, 4.859], [-0.989, 2.108, -1.354], [-0.961, 1.175, -0.624], [-0.083, 3.130, -1.373], [-0.583, 4.496, -1.722], [1.165, 3.047, -0.656], [-1.868, 2.306, -1.986], [-1.539, 4.551, -2.243], [0.107, 4.908, -2.458], [-0.647, 5.140, -0.845], [1.543, 2.026, -0.612], [1.882, 3.598, -1.264], [1.137, 3.574, 0.297]]}

Repeat the second record exactly.
{"formula": "C14H31BrN4O7V", "method": "ωB97M-V/def2-TZVPD", "lumo_energy_ev": [-2.8308, -7.3774], "gap_ev": [8.663, 4.117], "e_homo_ev": [-11.5, -11.5], "total_charge": 1, "spin_multiplicity": 3, "max_force_ha_per_bohr": 0.142, "e_tot_ev": -131037.5082, "symbols": ["O", "V", "C", "C", "O", "O", "H", "H", "H", "Br", "C", "O", "N", "C", "C", "H", "H", "H", "H", "H", "H", "H", "C", "O", "N", "C", "C", "H", "H", "H", "H", "H", "H", "H", "C", "O", "N", "C", "C", "H", "H", "H", "H", "H", "H", "H", "C", "O", "N", "C", "C", "H", "H", "H", "H", "H", "H", "H"], "positions_angstrom": [[-0.363, -1.074, 0.573], [-1.849, -0.933, -0.020], [-2.550, -4.860, 1.211], [-2.320, -3.407, 0.764], [-2.456, -2.455, 1.582], [-2.046, -3.114, -0.385], [-3.565, -5.215, 1.031], [-2.293, -5.096, 2.243], [-1.940, -5.560, 0.641], [-4.098, -0.356, -1.417], [0.181, -1.193, -2.875], [-0.656, -1.232, -1.981], [-0.053, -1.804, -4.085], [0.724, -1.628, -5.220], [-1.365, -2.489, -4.361], [1.207, -0.804, -2.786], [0.170, -0.958, -5.876], [0.732, -2.616, -5.681], [1.758, -1.301, -5.108], [-1.157, -3.357, -4.987], [-1.784, -2.821, -3.411], [-1.958, -1.677, -4.781], [2.783, 0.826, 2.206], [1.565, 0.747, 1.948], [3.714, 0.222, 1.433], [5.167, 0.217, 1.635], [3.252, -0.384, 0.144], [3.268, 1.364, 3.035], [5.378, 0.702, 2.588], [5.718, 0.662, 0.806], [5.463, -0.830, 1.697], [3.551, -1.425, 0.019], [2.194, -0.439, -0.113], [3.693, 0.139, -0.704], [-2.295, 1.293, 2.444], [-2.601, 0.426, 1.634], [-1.534, 1.052, 3.545], [-1.489, 2.092, 4.633], [-1.121, -0.275, 3.839], [-2.557, 2.361, 2.384], [-0.482, 2.358, 4.953], [-1.983, 1.698, 5.521], [-2.078, 2.948, 4.307], [-1.978, -0.948, 3.847], [-0.364, -0.558, 3.107], [-0.747, -0.356, 4.859], [-0.989, 2.108, -1.354], [-0.961, 1.175, -0.624], [-0.083, 3.130, -1.373], [-0.583, 4.496, -1.722], [1.165, 3.047, -0.656], [-1.868, 2.306, -1.986], [-1.539, 4.551, -2.243], [0.107, 4.908, -2.458], [-0.647, 5.140, -0.845], [1.543, 2.026, -0.612], [1.882, 3.598, -1.264], [1.137, 3.574, 0.297]]}